This record from OMol25 describes a 8-piece molecular cluster, C6H29NO9 overall at a distorted geometry. The level of theory is ωB97M-V with the def2-TZVPD basis set.

Summary:
Structure (SMILES): COCCNCCOC.O.O.O.O.O.O.O
Kohn-Sham gap in eV: 9.139

CARTESIAN COORDINATES (ANGSTROEM)
C 4.95 6.32 1.45
O 3.91 5.43 0.93
C 4.03 4.09 1.30
C 2.76 3.27 1.13
N 2.25 3.56 -0.27
C 0.94 2.86 -0.43
C 0.34 3.33 -1.81
O 0.80 2.43 -2.83
C 1.27 3.08 -4.03
H 5.93 6.17 0.99
H 5.07 6.34 2.53
H 4.60 7.32 1.21
H 4.60 4.01 2.22
H 4.78 3.64 0.65
H 2.21 3.66 1.99
H 3.00 2.30 1.56
H 2.15 4.56 -0.44
H 0.34 3.12 0.44
H 1.03 1.77 -0.44
H 0.32 4.41 -1.96
H -0.69 3.13 -1.52
H 2.28 3.44 -3.85
H 0.59 3.90 -4.26
H 1.24 2.40 -4.88
O -2.34 -2.39 1.23
H -2.99 -2.16 0.58
H -1.94 -3.19 0.91
O -5.16 -4.03 -1.57
H -4.42 -4.53 -1.21
H -5.63 -3.72 -0.80
O -2.87 -5.89 5.13
H -2.65 -4.96 5.07
H -2.25 -6.33 4.54
O -1.57 -6.42 -1.47
H -1.18 -5.72 -1.99
H -2.08 -6.93 -2.10
O -7.71 -2.32 1.86
H -7.45 -2.49 2.76
H -8.47 -2.89 1.72
O -0.31 -2.84 -3.35
H -0.67 -1.97 -3.54
H 0.64 -2.69 -3.26
O -0.04 -7.55 2.27
H -0.26 -7.35 1.36
H 0.68 -8.18 2.22


This record from OMol25 describes a 2-piece molecular cluster, H4N2O2S overall at a distorted geometry. The level of theory is ωB97M-V with the def2-TZVPD basis set.

Summary:
Kohn-Sham gap (spin up / spin down) in eV: 9.344 / 8.006

CARTESIAN COORDINATES (ANGSTROEM)
N 0.46 1.21 -1.50
N -0.77 -0.90 0.96
O -0.06 2.32 0.73
O -0.95 -0.52 2.32
S 0.90 1.42 0.12
H -0.54 1.37 -1.76
H 0.53 0.17 -1.61
H 0.04 -1.48 0.86
H -1.47 0.33 2.17


This record from OMol25 describes C13H31ClF3InO14PS4 as an isolated structure at a distorted geometry. The level of theory is ωB97M-V with the def2-TZVPD basis set.

Summary:
Total charge: -1
Kohn-Sham gap in eV: 7.116

CARTESIAN COORDINATES (ANGSTROEM)
C 1.06 3.40 0.89
C 1.15 3.75 -0.57
O 1.61 2.96 -1.36
O 0.83 4.97 -0.99
C -0.06 5.81 -0.21
In -2.24 5.35 -0.46
P -2.83 2.88 -0.42
O -1.54 2.11 0.29
Cl -4.34 2.71 1.05
S -3.38 6.73 1.37
O -2.38 7.13 2.36
O -4.55 6.10 1.95
C -4.07 8.36 0.66
F -3.40 9.44 1.09
F -5.36 8.52 1.01
F -3.99 8.31 -0.68
H 0.90 2.34 0.94
H 2.00 3.66 1.35
H 0.27 3.90 1.43
H 0.06 6.80 -0.61
H 0.22 5.87 0.83
H -2.75 5.96 -2.03
H -1.50 1.25 -0.11
O -0.09 -0.25 -1.61
S 0.61 -0.86 -2.71
O 1.45 -1.99 -2.49
O 1.40 0.26 -3.50
C 2.30 1.11 -2.74
C 3.57 0.40 -2.32
C -0.55 -1.27 -3.97
H 1.77 1.53 -1.88
H 2.53 1.94 -3.40
H 3.37 -0.40 -1.61
H 4.25 1.11 -1.85
H 4.07 -0.04 -3.19
H -1.18 -0.40 -4.17
H -1.14 -2.10 -3.59
H 0.00 -1.56 -4.86
O 4.81 -1.95 3.09
S 4.65 -3.21 2.44
O 5.13 -3.40 1.11
O 3.13 -3.64 2.53
C 2.12 -2.72 2.03
C 2.06 -2.65 0.52
C 5.29 -4.49 3.46
H 2.28 -1.73 2.47
H 1.17 -3.10 2.42
H 2.97 -2.23 0.10
H 1.22 -2.03 0.21
H 1.94 -3.65 0.09
H 4.91 -4.36 4.47
H 6.37 -4.39 3.45
H 4.99 -5.45 3.05
O -1.96 -3.50 -1.33
S -2.29 -3.45 0.07
O -1.28 -3.64 1.06
O -3.48 -4.46 0.34
C -3.30 -5.84 -0.06
C -2.35 -6.60 0.85
C -3.10 -1.93 0.37
H -2.97 -5.87 -1.10
H -4.29 -6.28 -0.02
H -1.34 -6.21 0.78
H -2.33 -7.65 0.56
H -2.67 -6.52 1.88
H -3.87 -1.78 -0.38
H -2.33 -1.17 0.27
H -3.52 -1.91 1.37


This record from OMol25 describes C36H33LiN3O5P as an isolated structure. The level of theory is ωB97M-V with the def2-TZVPD basis set.

Summary:
Kohn-Sham gap in eV: 8.261

CARTESIAN COORDINATES (ANGSTROEM)
Li 0.78 0.69 0.36
C -0.11 2.20 3.66
C 1.39 2.07 3.41
C 1.83 2.94 2.24
C 1.82 0.60 3.24
C 1.75 -0.20 4.54
O 0.93 -1.33 4.22
C 0.53 -1.19 2.93
N 0.97 -0.17 2.31
C -0.36 -2.31 2.49
C -0.78 -3.18 3.50
C -1.61 -4.25 3.23
C -2.03 -4.49 1.93
C -1.62 -3.63 0.92
C -0.78 -2.54 1.18
P -0.33 -1.46 -0.23
C -1.90 -1.36 -1.15
C -2.84 -0.44 -0.68
C -4.04 -0.28 -1.35
C -4.32 -1.01 -2.49
C -3.38 -1.92 -2.96
C -2.18 -2.10 -2.30
C 0.72 -2.52 -1.27
C 1.16 -3.79 -0.94
C 2.07 -4.45 -1.76
C 2.53 -3.85 -2.92
C 2.09 -2.57 -3.26
C 1.20 -1.91 -2.44
H -0.36 3.23 3.90
H -0.46 1.57 4.48
H -0.67 1.93 2.76
H 1.92 2.42 4.30
H 1.22 2.75 1.35
H 2.88 2.78 1.99
H 1.70 3.99 2.48
H 2.84 0.59 2.83
H 1.26 0.35 5.35
H 2.71 -0.57 4.89
H -0.46 -3.01 4.51
H -1.92 -4.90 4.03
H -2.68 -5.32 1.70
H -1.96 -3.80 -0.09
H -2.61 0.17 0.19
H -4.76 0.45 -0.98
H -5.25 -0.87 -3.01
H -3.59 -2.49 -3.86
H -1.46 -2.81 -2.68
H 0.81 -4.28 -0.04
H 2.41 -5.44 -1.49
H 3.23 -4.37 -3.56
H 2.45 -2.09 -4.16
H 0.88 -0.90 -2.68
O 0.18 1.46 -1.78
C -0.57 2.09 -1.00
O -0.66 1.88 0.24
C -1.40 3.23 -1.57
C -1.40 3.48 -2.94
C -2.17 4.50 -3.48
C -2.94 5.30 -2.65
C -2.92 5.03 -1.29
C -2.17 4.02 -0.73
N -3.74 5.88 -0.40
O -3.63 5.71 0.80
O -4.46 6.71 -0.92
H -0.80 2.84 -3.57
H -2.16 4.69 -4.54
H -3.55 6.11 -3.02
H -2.18 3.83 0.33
C 4.86 -0.77 -1.67
C 4.23 0.39 -2.11
C 3.13 0.86 -1.41
N 2.66 0.26 -0.32
C 3.27 -0.85 0.09
C 4.36 -1.40 -0.55
H 5.71 -1.17 -2.21
H 4.57 0.92 -2.99
H 2.58 1.73 -1.74
H 2.84 -1.32 0.97
H 4.80 -2.31 -0.17


> Which formula does entry 3 have?

C13H31ClF3InO14PS4